A cluster of 2 separate species, C2H2ClOP in total in a non-equilibrium geometry. Source: OMol25; level of theory: ωB97M-V/def2-TZVPD.

Results
Multiplicity: 3
Frontier orbital gap (spin up / spin down) in eV: 6.6 / 7.6
Expectation value of S²: 2.02
Energy in a.u.: -953.95049
M in u: 108.46
E_LUMO (spin up / spin down) in Eh: 0.0026 / -0.0690

Positions of all 7 atoms, in Å:
H  2.766  0.728  0.543
O  2.382  -0.629  -0.920
C  2.020  0.239  -0.189
P  -0.765  -0.550  -0.889
C  -0.184  0.847  -0.375
H  -2.146  0.019  -0.831
Cl  -0.564  2.402  -0.054

Partial charges, Löwdin, in e: H 0.092; O 0.007; C -0.174; P 0.767; C -1.214; H -0.101; Cl 0.624